Entry from OMol25: C15H18Br9F9O6 as an isolated structure at a distorted geometry (ωB97M-V/def2-TZVPD).

Geometry as XYZ:
```
57
Properties=species:S:1:pos:R:3:mulliken_charge:R:1
Br -2.457 0.778 -2.659 0.019
Br -1.589 -1.719 0.764 0.022
Br 0.476 -0.689 -1.672 -0.022
Br -0.280 6.572 0.520 -0.272
Br -5.598 0.233 -2.256 -0.100
Br -3.689 1.170 0.287 -0.005
Br -2.510 5.061 -1.412 -0.341
Br 1.058 0.348 1.356 -0.037
Br -0.786 3.367 1.035 -0.346
F 4.277 1.526 -0.564 -0.232
F 3.301 -0.325 -0.809 -0.123
F -10.598 -3.923 2.352 -0.246
F 5.559 -0.177 -0.917 -0.255
F 7.559 3.866 1.720 -0.247
F -9.973 -5.378 1.001 -0.248
F 5.356 3.966 2.287 -0.209
F -8.929 -5.147 2.843 -0.236
F 7.001 4.471 3.587 -0.269
O -9.057 -2.617 0.328 -0.533
O 7.715 1.634 3.515 -0.558
O 5.504 1.556 3.194 -0.215
O 3.304 0.189 -3.390 -0.116
O 5.163 1.661 -3.046 -0.562
O -7.269 -3.725 1.126 -0.161
C -0.766 4.868 -0.401 -0.222
C 6.697 2.178 3.145 0.441
C -4.049 1.390 -1.620 -0.306
C 4.348 0.399 -1.158 1.257
C 1.905 -0.317 -5.215 -1.057
C -6.237 -2.998 0.500 -0.257
C 4.528 -0.602 2.568 -0.552
C -4.923 -3.580 1.187 -0.883
C -0.401 -0.263 0.083 0.160
C 4.308 0.837 -2.635 -0.139
C -9.506 -4.500 1.832 0.837
C 5.449 0.143 3.502 -0.491
C 6.611 3.642 2.625 0.844
C 3.022 0.552 -4.736 -0.250
C -8.613 -3.549 0.995 0.356
H -4.925 -4.670 1.167 0.325
H 3.486 -0.458 2.856 0.179
H -4.273 2.445 -1.774 0.373
H -0.053 4.529 -1.152 0.282
H -0.876 0.716 0.029 -0.189
H -4.777 -3.314 2.234 0.348
H 2.817 1.614 -4.872 0.351
H 1.823 -0.383 -6.300 0.377
H -6.350 -1.953 0.786 0.298
H 4.550 -0.308 1.519 -0.077
H 1.860 -1.312 -4.771 0.273
H -6.231 -3.161 -0.577 0.270
H 6.383 -0.399 3.653 0.372
H 4.636 -1.676 2.420 0.397
H 5.132 0.028 4.539 0.355
H 3.963 0.357 -5.250 0.305
H -4.102 -3.217 0.568 0.097
H 1.025 0.264 -4.939 0.215
```

Output
2S+1 = 2
⟨S²⟩ = 0.7549
charge = -1
electronic energy = -682969.8397 eV



Entry from OMol25: a 2-piece molecular cluster, C4H4Cl2O overall at a distorted geometry (ωB97M-V/def2-TZVPD).

Geometry as XYZ:
```
11
Properties=species:S:1:pos:R:3:mulliken_charge:R:1
Cl 0.320 1.736 1.639 -0.148
Cl 3.430 -0.721 1.041 -0.096
O -1.771 -0.430 -1.081 -0.388
C 0.109 0.582 0.357 -0.313
C -1.012 0.183 -0.212 0.482
C 2.594 -0.691 -0.402 -0.537
C -2.487 0.191 -0.020 -0.121
H 1.845 -1.549 -0.424 0.291
H -2.988 1.205 -0.438 0.191
H -2.908 -0.468 0.723 0.255
H 2.867 -0.039 -1.184 0.382
```

Output
2S+1 = 1
ΔE to the lowest compared entry with this formula, charge and spin = 6.3180 eV



Entry from OMol25: C31H25MgN6O2 as an isolated structure (ωB97M-V/def2-TZVPD).

Geometry as XYZ:
```
65
Properties=species:S:1:pos:R:3:mulliken_charge:R:1
Mg -0.556 -0.543 0.517 1.259
O -2.912 -3.952 1.024 -0.798
O -2.043 -1.920 0.687 -0.538
N 2.283 -2.211 0.343 -0.503
N 1.910 2.471 0.566 -0.601
N 1.563 0.088 0.358 -0.524
N 1.138 2.205 -1.641 -0.385
N 0.021 -1.237 2.582 -0.546
N 0.235 -2.019 -0.888 0.210
C 4.180 1.622 2.471 -0.189
C -0.573 3.641 -2.512 -0.516
C -1.712 -2.974 2.816 -0.601
C -1.049 2.286 2.471 0.458
C 3.432 -0.505 1.618 0.377
C -2.950 4.289 2.251 -1.036
C 1.388 -2.646 -0.621 0.277
C -0.284 -3.656 -2.553 -0.856
C 4.425 -1.189 2.291 -0.185
C -2.911 3.266 1.269 1.298
C 5.170 0.942 3.173 -0.571
C -1.097 3.282 3.406 -1.094
C -2.067 4.303 3.293 -0.456
C 0.909 -4.319 -2.277 -0.217
C 5.292 -0.444 3.085 -0.615
C -0.653 4.303 -1.291 -0.339
C -2.719 1.262 -0.653 -0.025
C -2.287 -2.955 1.383 0.343
C 0.166 3.902 -0.260 -0.211
C 2.348 -0.960 0.703 -0.356
C -0.579 -2.530 -1.819 -0.127
C -3.796 3.263 0.164 -0.916
C -1.820 1.190 0.392 -0.527
C -3.695 2.278 -0.776 -0.942
C 2.173 1.245 0.821 -0.335
C 3.310 0.869 1.707 0.440
C -1.179 -1.651 3.338 -0.722
C 1.741 -3.822 -1.304 -0.771
C 0.340 2.608 -2.626 -0.404
C -1.942 2.233 1.368 0.610
C 1.038 2.827 -0.469 0.366
H -0.388 3.300 4.225 0.418
H -1.937 -0.873 3.211 0.279
H 4.083 2.699 2.517 0.552
H -1.524 -2.018 -1.947 0.300
H -2.503 -3.342 3.471 0.368
H 6.077 -0.944 3.638 0.385
H 1.173 -5.224 -2.811 0.386
H 2.671 -4.304 -1.038 0.469
H 0.130 4.372 0.714 0.433
H 5.862 1.496 3.796 0.397
H -0.957 -1.734 4.407 0.454
H -0.984 -4.025 -3.290 0.416
H -2.104 5.096 4.030 0.379
H -1.360 5.109 -1.143 0.373
H -1.204 3.914 -3.346 0.378
H 0.660 -2.023 2.491 0.292
H -0.283 1.520 2.536 0.151
H -4.371 2.274 -1.625 0.387
H 4.517 -2.264 2.198 0.536
H -4.541 4.047 0.078 0.325
H -2.706 0.499 -1.429 0.298
H -0.920 -3.731 2.839 0.246
H -3.694 5.073 2.155 0.351
H 0.531 -0.512 3.075 0.311
H 0.447 2.074 -3.566 0.385
```

Output
2S+1 = 1
charge = -1
ΔE to the lowest compared entry with this formula, charge and spin = 0.2565 eV



Entry from OMol25: the molecule C3H4O3 (ωB97M-V/def2-TZVPD).

Geometry as XYZ:
```
10
Properties=species:S:1:pos:R:3:mulliken_charge:R:1
O 0.518 -2.373 -0.338 -0.452
O 1.018 1.472 0.668 -0.479
O -0.926 0.667 -0.968 -0.502
C 0.540 -1.182 -0.514 -0.004
C -0.498 -0.217 0.059 0.187
C 0.065 0.813 1.023 -0.039
H -0.169 1.280 -1.046 0.337
H 1.304 -0.694 -1.153 0.293
H -1.342 -0.791 0.453 0.320
H -0.521 1.069 1.921 0.339
```

Output
2S+1 = 1
ΔE to the lowest compared entry with this formula, charge and spin = 2.0020 eV